Density functional theory data (ωB97M-V with the def2-TZVPD basis set) for a structure of composition C36H39As2Br2KN3O3.

```
! wB97M-V def2-TZVPD RIJCOSX def2/J DEFGRID3
* xyz -1 1
Br 1.425 5.646 -0.456
Br -4.381 3.452 -5.462
As -3.468 0.224 0.708
As -1.327 -1.808 1.995
K -1.161 -1.092 -0.969
O -2.047 -0.633 -3.756
O -0.051 -3.351 -0.500
O 0.861 -1.417 0.108
N -0.746 1.545 -0.434
N 3.094 -1.273 -1.533
N -2.651 0.839 -2.006
C 4.240 0.548 -0.310
C 5.216 2.334 -1.614
C -3.986 2.093 1.002
C -1.205 2.524 -1.217
C 0.331 1.746 0.309
C -5.190 -0.321 -0.070
C -3.191 -1.952 4.324
C 4.754 1.756 -2.786
C 3.830 -0.022 1.022
C -0.955 0.150 -4.181
C 3.383 -2.412 -0.788
C -2.941 -1.410 3.066
C -0.651 -3.407 2.917
C -3.551 2.318 -4.145
C -3.151 0.143 -3.130
C 2.345 -3.193 -0.239
C 4.077 0.553 -2.729
C -3.853 1.007 -4.129
C -0.227 -0.540 3.026
C -4.947 -0.097 3.288
C 4.705 -2.829 -0.626
C 4.967 1.743 -0.381
C -5.185 -0.637 4.543
C -4.304 -1.575 5.062
C 4.991 -4.001 0.056
C 0.520 3.968 -0.439
C 1.034 2.942 0.334
C 0.929 -2.639 -0.218
C -2.659 2.915 -3.228
C 2.653 -4.379 0.404
C 3.831 -0.066 -1.505
C -0.604 3.786 -1.218
C 5.446 2.426 0.875
C 3.970 -4.790 0.562
C -3.840 -0.475 2.532
C -2.252 2.097 -2.184
H -0.513 -3.258 3.988
H -3.302 2.568 1.706
H -0.510 0.721 -3.357
H -4.557 0.557 -4.815
H 0.809 -0.621 2.695
H 4.607 2.832 1.446
H 0.675 0.884 0.870
H 5.983 1.729 1.520
H -5.649 0.630 2.894
H 3.720 0.771 1.763
H 1.838 -4.979 0.794
H -1.313 -4.254 2.738
H -6.053 -0.332 5.115
H 4.197 -5.712 1.083
H 2.876 -0.544 0.933
H -2.506 -2.682 4.741
H -6.013 -0.146 0.622
H 4.566 -0.737 1.401
H -0.207 -0.536 -4.581
H 2.111 -1.135 -1.694
H 1.937 3.058 0.916
H -4.482 -2.013 6.037
H 4.939 2.237 -3.738
H 5.763 3.270 -1.650
H -5.343 0.265 -0.977
H 0.316 -3.631 2.466
H 3.731 0.070 -3.634
H 5.500 -2.224 -1.045
H 6.110 3.253 0.628
H 6.024 -4.304 0.180
H -5.008 2.186 1.371
H -5.170 -1.378 -0.336
H -3.910 2.605 0.042
H -3.789 -0.686 -2.807
H -2.344 3.940 -3.340
H -1.243 0.861 -4.964
H -0.294 -0.765 4.091
H -0.980 4.587 -1.837
H -0.588 0.474 2.853
*
```

Properties
HOMO level	-4.36	eV
LUMO energy	2.18	eV

Calculated atomic charges, method Löwdin, unit e: Br 0.711; Br 0.647; As 1.125; As 1.146; K 0.672; O -0.191; O -0.092; O -0.265; N 0.058; N 0.093; N -0.048; C -0.155; C -0.064; C -0.294; C -0.209; C -0.120; C -0.297; C -0.121; C -0.091; C -0.021; C -0.119; C -0.216; C -0.421; C -0.296; C -0.707; C -0.404; C -0.067; C -0.025; C -0.100; C -0.283; C -0.127; C -0.034; C -0.237; C -0.105; C -0.105; C -0.104; C -0.663; C -0.097; C -0.714; C -0.127; C -0.036; C -0.203; C -0.051; C -0.054; C -0.108; C -0.414; C -0.324; H 0.012; H 0.023; H 0.074; H 0.090; H 0.011; H 0.072; H 0.079; H 0.082; H 0.085; H 0.070; H 0.112; H 0.028; H 0.094; H 0.090; H 0.060; H 0.082; H 0.013; H 0.091; H 0.086; H 0.127; H 0.092; H 0.094; H 0.097; H 0.102; H 0.017; H 0.008; H 0.110; H 0.115; H 0.071; H 0.094; H 0.012; H 0.021; H 0.014; H 0.125; H 0.075; H 0.087; H 0.024; H 0.099; H 0.017